Formula: C4H10N2O2
Source: OMol25
Level of theory: the ωB97M-V functional and the def2-TZVPD basis

Each line ends with the Mulliken charge.
Cartesian coordinates (Å):
C  -0.91349  -1.96877  -1.45060  -0.96
C  0.15970  -1.47888  -0.61456  0.56
N  1.13419  -1.46290  0.02351  -0.47
H  -1.34777  -1.12903  -1.99701  0.31
H  -0.51252  -2.68031  -2.17455  0.34
H  -1.69423  -2.42669  -0.84424  0.28
C  -1.65445  0.61637  1.32677  -1.00
C  -0.91805  0.90490  0.04761  0.11
O  -1.44511  1.06847  -1.02493  -0.56
H  -2.68805  0.33277  1.13934  0.34
H  -1.14009  -0.16894  1.87589  0.27
H  -1.61396  1.49332  1.96625  0.35
H  0.27028  1.09921  0.24924  0.51
N  2.73476  1.39934  -0.10054  -0.46
O  1.82609  0.86050  0.87481  -0.58
H  3.64887  1.37042  0.34796  0.23
H  2.48041  2.38053  -0.19738  0.24
H  1.67343  -0.21029  0.55245  0.50

Cartesian forces, eV/Å:
C -0.61 0.63 -0.60
C 2.16 -1.69 0.94
N -1.94 0.10 -1.17
H -0.06 -0.09 0.05
H 0.04 -0.02 0.21
H 0.10 -0.02 0.02
C -0.24 -0.46 -0.29
C 2.28 1.57 1.11
O -0.31 -0.34 -0.34
H -0.10 0.04 0.04
H 0.07 -0.15 0.07
H 0.01 0.25 0.00
H -2.76 -0.42 -0.76
N 0.00 -0.35 0.06
O 0.66 -2.55 -0.51
H -0.12 0.16 -0.04
H -0.02 -0.16 0.14
H 0.84 3.50 1.08

The spin multiplicity is 1. Its net charge is 0. As for the LUMO energy: 0.02095 Eh. The calculation puts the energy above the lowest of the compared OMol25 structures with the same formula, charge and spin at 485.5 kJ/mol. The SMILES is CC#N.CC=O.NO.